Entry P
Here is a 2-piece molecular cluster, C3H4S2 overall from OMol25. Energies are from ωB97M-V/def2-TZVPD.

Computed properties:
orbital gap = 8.1 eV
structure (SMILES) = C=C=S.C=S
HOMO = -0.3119 hartree

```
9
Properties=species:S:1:pos:R:3:mulliken_charge:R:1
C -2.09 -0.84 -1.42 -0.35
C -1.89 -0.45 -0.20 0.21
C 2.59 0.83 1.08 -0.37
H 3.36 0.35 1.61 0.29
H -2.86 -1.50 -1.66 0.28
H -1.34 -0.40 -2.01 0.24
H 2.60 1.91 1.01 0.25
S 1.34 0.22 0.31 -0.17
S -1.71 -0.12 1.27 -0.38
```

Entry Q
Here is a 2-piece molecular cluster, C3H4S2 overall from OMol25. Energies are from ωB97M-V/def2-TZVPD.

Computed properties:
orbital gap (alpha / beta) = 7.1 / 6.8 eV
HOMO (alpha / beta) = -0.2925 / -0.2828 hartree

```
9
Properties=species:S:1:pos:R:3:mulliken_charge:R:1
H 1.74 0.30 -0.59 0.32
C -2.34 -0.68 0.29 -0.13
S 0.50 -2.52 0.11 -0.18
C 0.00 -1.04 -0.27 0.08
H 0.47 0.47 0.96 0.23
C 0.68 0.29 -0.20 -0.61
S -3.79 -0.06 0.14 -0.17
H 0.14 1.08 -0.84 0.23
H -2.16 -1.68 0.64 0.23
```

Entry R
Here is an isolated molecule of C3H4S2 from OMol25. Energies are from ωB97M-V/def2-TZVPD.

Computed properties:
orbital gap = 8.6 eV
structure (SMILES) = C=CSC=S
HOMO = -0.3281 hartree

```
9
Properties=species:S:1:pos:R:3:mulliken_charge:R:1
C 0.33 -0.49 0.17 -0.09
C 1.08 -1.62 0.26 -0.59
S -1.39 -0.24 -0.35 0.01
H 2.10 -1.44 0.47 0.22
S -2.21 2.62 -1.13 -0.19
H 0.83 0.30 0.65 0.23
H -0.33 1.95 0.11 0.20
C -1.21 1.55 -0.43 -0.06
H 0.80 -2.62 0.26 0.28
```

Entry S
Here is an isolated molecule of C3H4S2 from OMol25. Energies are from ωB97M-V/def2-TZVPD.

Computed properties:
orbital gap = 8.2 eV
structure (SMILES) = S=CCC=S
HOMO = -0.3260 hartree

```
9
Properties=species:S:1:pos:R:3:mulliken_charge:R:1
S -2.56 -0.85 -0.08 -0.22
C 1.24 0.13 -0.24 -0.23
H -1.10 0.50 -1.30 0.25
S 2.46 -0.90 -0.10 -0.23
H -0.11 0.94 1.22 0.28
C 0.00 0.07 0.58 -0.26
H 1.29 0.95 -0.95 0.30
C -1.23 0.00 -0.32 -0.20
H 0.01 -0.83 1.20 0.31
```

Most stable one: entry S, least stable one: entry Q.